Molecular formula: C29H57BFNO21
Method: DFT, ωB97M-V/def2-TZVPD

Atoms and positions in Å:
1 H -2.266 -8.428 2.937
2 O 1.923 -4.075 -3.535
3 H -3.233 -6.743 -2.984
4 C 3.157 -3.707 -3.118
5 H 4.432 10.245 -0.054
6 H -0.430 -0.224 -1.287
7 H -7.876 1.721 -2.270
8 H -1.668 -5.022 -4.086
9 C 2.026 -4.188 -1.214
10 O -5.393 1.405 -3.136
11 N -0.103 -3.665 -2.398
12 H 7.111 11.480 4.780
13 O 2.086 -5.151 -0.265
14 H -2.850 -9.199 1.439
15 H -1.469 -0.764 -3.411
16 H -1.002 -4.820 2.014
17 C -2.017 4.723 0.314
18 H -7.802 2.072 -4.016
19 H -8.626 3.199 -2.915
20 H -7.054 -6.896 1.910
21 C 0.137 3.936 0.034
22 C -1.443 -6.078 -3.933
23 H 2.005 2.246 -0.709
24 H -3.007 2.370 -3.759
25 H 1.032 -2.619 4.181
26 H -2.200 -5.854 -1.891
27 F 1.737 -2.957 -0.681
28 H -2.139 -0.620 -0.912
29 H -0.496 -3.420 3.839
30 H 0.998 -3.186 1.767
31 H 2.525 3.119 0.756
32 H -0.523 -4.311 0.400
33 H -1.457 -8.100 1.394
34 O -5.123 -6.128 1.816
35 C 2.087 9.117 -0.459
36 H 8.422 11.207 3.604
37 O -3.240 -7.159 1.606
38 C 0.515 -3.580 4.221
39 O 3.317 -4.043 -1.818
40 C 6.492 9.471 3.208
41 H -0.417 -3.532 -1.449
42 O -6.610 3.279 -2.813
43 C 0.912 -6.045 3.727
44 H -2.191 -2.229 -2.788
45 H -1.799 -6.627 -4.806
46 C 1.112 -4.488 -2.437
47 H 3.135 -3.991 1.131
48 H -0.859 -1.750 -0.557
49 H -2.630 5.565 0.004
50 O -0.026 -6.273 -3.885
51 C 1.272 -4.591 3.353
52 C -7.796 2.507 -3.019
53 H 4.214 8.617 2.226
54 O 3.984 -3.201 -3.810
55 H 0.109 7.473 0.058
56 C 1.088 -4.273 1.857
57 C 0.580 7.411 -0.920
58 O 6.120 10.423 2.569
59 C -1.315 -1.578 -2.699
60 H 5.524 8.357 1.050
61 O 2.524 10.296 -0.895
62 H 4.872 6.992 1.978
63 C -6.462 -6.079 2.318
64 H -0.082 -5.912 0.977
65 H -0.168 7.185 -1.671
66 B 0.637 -6.009 -2.716
67 C -0.199 -4.870 1.278
68 C 2.316 3.208 -0.307
69 H 0.796 -1.793 -2.905
70 C 2.337 -4.732 1.087
71 C -0.095 -2.398 -3.124
72 O 1.307 4.199 -0.538
73 H 2.336 -4.448 3.575
74 H -2.458 3.802 -0.060
75 O 6.088 8.217 3.048
76 H -0.137 -2.588 -4.195
77 O 1.141 8.684 -1.282
78 H -6.466 -6.125 3.405
79 H -1.804 -7.541 -2.357
80 H 2.715 -5.632 1.578
81 O -0.718 4.925 -0.256
82 H -2.438 3.564 -2.580
83 H 3.202 3.556 -0.829
84 C -5.480 2.581 -2.905
85 O -4.459 3.412 -2.696
86 C -4.463 -7.241 2.130
87 C -2.415 -8.298 1.866
88 O -0.120 2.964 0.692
89 O 2.487 8.545 0.525
90 H 8.613 10.677 5.290
91 C -1.192 -1.006 -1.289
92 O 0.945 -7.054 -1.875
93 H -0.047 -6.065 4.248
94 H 1.345 6.644 -0.924
95 H 0.777 -6.804 -0.959
96 H 0.871 -6.714 2.870
97 C 5.113 8.050 2.009
98 H -3.080 2.013 -2.010
99 C 3.552 10.882 -0.086
100 O 7.386 9.503 4.196
101 C -3.177 2.789 -2.769
102 C 7.908 10.804 4.475
103 H 1.645 -6.426 4.441
104 H 3.803 11.827 -0.558
105 O -4.892 -8.160 2.774
106 H -1.969 4.698 1.400
107 H 3.192 11.061 0.925
108 H 0.478 -3.908 5.259
109 H -6.871 -5.129 1.989
110 C -2.188 -6.581 -2.707

Properties
E_LUMO = 0.34 eV
Highest occupied orbital energy = -9.1 eV
E = -78881.5938 eV
2S+1 = 1
F_max = 0.02982 hartree/bohr
Orbital gap = 9.45 eV